No. 1
Entry from the Open Molecules 2025 dataset: an isolated molecule of C6H11NS (ωB97M-V/def2-TZVPD).

Last column: Löwdin charge in e.
Atoms and positions in Å:
C 0.75 0.56 1.66  0.008
C 0.03 -0.13 0.77  -0.351
C 0.11 -1.63 0.28  -0.229
C 0.95 -1.54 -0.88  -0.166
C -0.70 0.76 -0.14  -0.588
C 0.21 1.77 -0.65  -0.086
N -1.90 0.63 -0.44  -0.303
S -3.05 -0.49 0.34  0.628
H 0.78 1.67 1.88  0.073
H 1.78 0.10 2.29  0.148
H -0.76 -2.20 0.18  0.065
H 0.80 -1.70 1.29  0.152
H 1.45 -2.56 -1.15  0.109
H 0.26 -1.08 -1.72  0.119
H 1.87 -0.89 -0.82  0.091
H 1.02 2.11 0.13  0.080
H -0.36 2.82 -1.10  0.140
H 0.75 1.27 -1.72  0.156
H -4.00 0.56 -0.18  -0.046

Values from the calculation:
Orbital gap = 9.311 eV
DFT total energy = -687.94504 Ha
Energy above the lowest of the compared OMol25 structures with the same formula, charge and spin = 536.1 kJ/mol
Charge = 0
F_max = 8.6 eV Å⁻¹
HOMO energy = -8.713 eV

***

No. 2
Entry from the Open Molecules 2025 dataset: a structure of composition C6H15NOP2 (ωB97M-V/def2-TZVPD).

Last column: Löwdin charge in e.
Atoms and positions in Å:
C 0.53 0.49 -2.24  -0.751
C 0.65 1.35 -3.59  0.010
C -0.38 0.69 2.35  -0.379
C 0.60 2.28 0.46  -0.330
C -1.38 -1.42 0.56  -0.259
C 1.13 -2.24 -0.38  -0.214
N -0.62 0.05 -1.90  0.009
O 1.54 0.24 -1.51  -0.237
P 1.06 0.64 1.14  0.774
P 0.13 -0.64 -0.26  0.715
H -0.30 1.34 -4.13  0.075
H 0.99 2.25 -3.11  0.058
H 1.40 0.85 -4.16  0.056
H -0.49 -0.30 2.85  0.017
H -1.36 0.91 1.69  0.062
H -0.27 1.56 3.12  0.064
H 0.82 3.04 1.14  0.017
H -0.40 2.24 0.03  0.042
H 1.25 2.32 -0.43  0.024
H -2.24 -0.79 0.87  0.054
H -1.74 -2.20 -0.02  0.011
H -0.95 -1.80 1.50  0.027
H 0.50 -3.00 0.12  0.018
H 1.58 -2.74 -1.38  0.108
H 1.92 -1.93 0.37  0.028

Values from the calculation:
Orbital gap = 9.968 eV
DFT total energy = -1050.25118 Ha
Energy above the lowest of the compared OMol25 structures with the same formula, charge and spin = 8.5 kJ/mol
Charge = 0
F_max = 5.1 eV Å⁻¹
HOMO energy = -9.175 eV

***

No. 3
Entry from the Open Molecules 2025 dataset: a structure of composition C42H45LuN5O3Si (ωB97M-V/def2-TZVPD).

Last column: Löwdin charge in e.
Atoms and positions in Å:
Lu -0.31 -0.59 -0.63  1.672
C -1.75 3.54 2.63  -0.016
C -2.99 2.74 2.30  -0.186
C -4.23 3.26 2.63  -0.025
C -5.39 2.56 2.35  -0.039
C -5.33 1.33 1.72  -0.028
C -4.11 0.76 1.36  -0.178
C -4.17 -0.56 0.65  -0.022
C -2.96 1.48 1.69  -0.075
N -1.55 1.05 1.46  0.044
C -0.64 0.75 2.63  -0.305
O -1.15 0.73 3.68  0.205
C 0.81 0.48 2.36  -0.193
C 1.70 0.64 3.39  0.039
C 3.05 0.41 3.12  0.008
C 3.43 0.08 1.84  0.049
C 2.46 -0.04 0.86  -0.154
N 1.17 0.12 1.13  0.042
C 2.84 -0.24 -0.59  -0.479
O 4.02 -0.21 -0.86  0.087
N 1.77 -0.36 -1.42  -0.058
C 2.00 -0.33 -2.85  -0.213
C 1.36 0.68 -3.58  -0.216
C 0.54 1.75 -2.88  -0.043
C 1.50 0.72 -4.97  -0.049
C 2.27 -0.22 -5.63  -0.073
C 2.91 -1.21 -4.89  -0.040
C 2.79 -1.28 -3.50  -0.215
C 3.49 -2.40 -2.77  -0.032
H -2.01 4.59 2.75  0.090
H -0.98 3.50 1.86  0.081
H -1.30 3.21 3.57  0.089
H -4.28 4.24 3.11  0.123
H -6.35 2.98 2.62  0.118
H -6.24 0.80 1.47  0.126
H -4.99 -0.55 -0.07  0.100
H -4.34 -1.39 1.34  0.099
H -3.26 -0.79 0.11  0.016
H 1.34 0.93 4.37  0.135
H 3.78 0.51 3.91  0.128
H 4.46 -0.06 1.55  0.133
H 1.06 2.14 -2.01  0.082
H -0.42 1.36 -2.56  0.033
H 0.32 2.57 -3.55  0.089
H 1.02 1.51 -5.53  0.114
H 2.39 -0.18 -6.70  0.110
H 3.52 -1.95 -5.40  0.116
H 3.74 -3.21 -3.47  0.090
H 2.87 -2.82 -1.98  0.039
H 4.41 -2.05 -2.31  0.085
C -0.89 -2.07 1.21  -0.320
Si -1.31 -3.67 0.37  0.564
C -2.03 -3.22 -1.31  -0.224
N -1.17 -2.30 -2.13  -0.287
C -1.97 -1.49 -3.08  -0.214
C -2.81 -2.34 -4.02  -0.157
C -1.95 -3.50 -4.59  -0.163
C -0.46 -3.25 -4.36  -0.157
C -0.12 -3.08 -2.88  -0.154
C -2.62 -4.67 1.22  -0.258
C -3.16 -5.81 0.61  -0.108
C -4.13 -6.58 1.25  -0.078
C -4.58 -6.21 2.52  -0.080
C -4.05 -5.08 3.14  -0.078
C -3.08 -4.32 2.50  -0.092
C 0.28 -4.63 0.29  -0.241
C 0.33 -5.99 0.62  -0.074
C 1.55 -6.68 0.68  -0.071
C 2.73 -6.02 0.40  -0.075
C 2.71 -4.67 0.06  -0.077
C 1.50 -3.99 0.02  -0.123
H -0.01 -2.21 1.84  0.006
H -1.70 -1.75 1.86  -0.021
H -2.98 -2.71 -1.11  0.086
H -2.29 -4.11 -1.89  0.090
H -1.28 -0.87 -3.65  0.117
H -2.63 -0.82 -2.51  0.112
H -3.18 -1.70 -4.81  0.119
H -3.68 -2.73 -3.49  0.108
H -2.14 -3.61 -5.66  0.111
H -2.24 -4.45 -4.13  0.107
H -0.13 -2.37 -4.92  0.112
H 0.14 -4.09 -4.73  0.125
H 0.84 -2.59 -2.78  0.073
H -0.03 -4.05 -2.38  0.115
H -2.83 -6.12 -0.38  0.105
H -4.54 -7.46 0.77  0.107
H -5.33 -6.81 3.02  0.107
H -4.39 -4.80 4.13  0.105
H -2.66 -3.45 3.00  0.093
H -0.59 -6.53 0.86  0.095
H 1.56 -7.73 0.95  0.108
H 3.68 -6.55 0.45  0.109
H 3.64 -4.14 -0.15  0.107
H 1.52 -2.94 -0.23  0.062
O -1.70 0.95 -0.61  -0.171
N -0.99 1.27 0.35  -0.119

Values from the calculation:
Orbital gap = 5.931 eV
DFT total energy = -3651.80847 Ha
Energy above the lowest of the compared OMol25 structures with the same formula, charge and spin = 0.0 kJ/mol
Charge = +1
F_max = 4.5 eV Å⁻¹
HOMO energy = -10.907 eV

***

No. 4
Entry from the Open Molecules 2025 dataset: a structure of composition C2Br2Cl2O (ωB97M-V/def2-TZVPD).

Last column: Löwdin charge in e.
Atoms and positions in Å:
C 0.69 0.58 0.10  -0.851
C -1.19 0.09 -0.32  -1.588
O 1.35 1.20 -0.66  0.033
Cl 1.16 0.02 1.65  0.679
Cl -0.90 -0.80 -1.84  0.537
Br -1.86 -1.00 1.14  0.590
Br -2.26 1.73 -0.46  0.600

Values from the calculation:
Orbital gap = 9.619 eV
DFT total energy = -6219.80545 Ha
Energy above the lowest of the compared OMol25 structures with the same formula, charge and spin = 121.2 kJ/mol
Charge = 0
F_max = 3.1 eV Å⁻¹
HOMO energy = -10.069 eV

***

No. 5
Entry from the Open Molecules 2025 dataset: a structure of composition CH4F2NP (ωB97M-V/def2-TZVPD).

Last column: Löwdin charge in e.
Atoms and positions in Å:
C 0.46 -0.16 -1.12  -0.170
N -0.60 0.01 -0.12  -0.046
F -2.88 -1.47 -1.51  -0.375
F -3.47 0.28 -0.01  -0.343
P -2.64 0.13 -1.34  0.782
H 0.70 0.78 -1.46  0.042
H 1.41 -0.51 -0.72  0.077
H 0.17 -0.91 -1.79  0.049
H -0.74 -0.76 0.41  -0.016

Values from the calculation:
Spin multiplicity = 3
Orbital gap (spin up / spin down) = 7.264 / 8.594 eV
DFT total energy = -636.24077 Ha
Energy above the lowest of the compared OMol25 structures with the same formula, charge and spin = 10.2 kJ/mol
Charge = 0
F_max = 4.1 eV Å⁻¹
HOMO energy (spin up / spin down) = -6.264 / -10.439 eV

***

No. 6
Entry from the Open Molecules 2025 dataset: a structure of composition C37H49BrMnN2P2S (ωB97M-V/def2-TZVPD).

Last column: Löwdin charge in e.
Atoms and positions in Å:
C 4.19 3.36 -5.98  -0.008
C 4.08 3.68 -4.61  -0.232
C 4.66 4.87 -4.15  -0.014
C 5.40 5.65 -5.05  -0.122
N 5.54 5.31 -6.32  0.061
C 4.95 4.21 -6.80  -0.123
C 3.46 2.77 -3.67  0.088
C 3.44 1.93 -2.77  0.028
C 2.85 1.05 -1.90  -0.238
C 1.47 1.27 -1.91  0.010
C 0.74 0.65 -0.91  -0.241
C 1.45 -0.25 -0.02  -0.321
C 2.81 -0.52 -0.06  -0.100
C 3.53 0.15 -1.07  0.025
Mn -0.40 -0.48 0.09  0.250
P -2.49 0.61 0.29  0.930
H 4.59 5.17 -3.10  0.112
H 3.75 2.46 -6.42  0.115
H 5.89 6.57 -4.71  0.114
H 5.10 3.99 -7.86  0.117
H 4.61 0.02 -1.22  0.140
H 1.02 1.99 -2.60  0.140
H 3.27 -1.21 0.66  0.113
H -0.33 1.05 -0.84  0.058
C -3.22 -0.30 1.73  -0.371
C -4.07 0.60 2.62  -0.132
H -2.40 -0.77 2.30  0.038
H -3.82 -1.13 1.31  0.083
H -4.54 -0.01 3.40  0.089
H -3.47 1.37 3.11  0.060
H -4.87 1.09 2.05  0.065
C -2.38 2.40 0.68  -0.387
C -2.01 3.25 -0.53  -0.121
H -1.63 2.52 1.49  0.052
H -3.34 2.74 1.11  0.082
H -1.67 4.23 -0.19  0.090
H -1.19 2.82 -1.13  0.052
H -2.86 3.39 -1.21  0.084
C -3.84 0.50 -0.98  -0.363
C -5.08 1.34 -0.67  -0.127
H -4.09 -0.57 -1.07  0.078
H -3.39 0.81 -1.94  0.085
H -5.64 1.48 -1.59  0.089
H -5.74 0.84 0.05  0.078
H -4.83 2.34 -0.28  0.063
Br 0.43 -1.85 1.93  0.487
P 1.83 1.37 3.64  1.197
C 0.09 1.63 3.23  -0.394
C -0.68 2.21 4.42  -0.125
H -0.30 0.65 2.90  0.024
H 0.08 2.30 2.36  0.071
H -1.63 2.66 4.09  0.071
H -0.92 1.43 5.15  0.090
H -0.09 3.00 4.91  0.078
C 2.33 -0.34 4.00  -0.434
C 3.40 -0.48 5.10  -0.119
H 2.69 -0.71 3.03  0.034
H 1.43 -0.92 4.23  0.036
H 3.50 -1.53 5.36  0.087
H 4.37 -0.14 4.72  0.081
H 3.12 0.08 6.00  0.081
C 2.86 1.91 2.25  -0.363
C 3.50 3.25 2.66  -0.131
H 2.23 2.00 1.35  0.078
H 3.61 1.15 2.00  0.088
H 4.21 3.59 1.89  0.086
H 2.72 4.02 2.74  0.080
H 4.03 3.16 3.61  0.079
N -1.10 -1.63 -1.31  -0.398
S -0.89 -3.22 -1.87  1.140
C -2.56 -3.81 -1.87  -0.448
C -3.02 -4.44 -3.04  -0.068
C -4.32 -4.95 -3.08  -0.049
C -5.16 -4.80 -1.97  -0.045
C -4.69 -4.17 -0.81  -0.052
C -3.39 -3.65 -0.77  -0.101
C -0.17 -4.29 -0.60  -0.388
C -0.80 -5.46 -0.16  -0.058
C -0.22 -6.23 0.85  -0.046
C 1.02 -5.86 1.39  -0.050
C 1.68 -4.74 0.89  -0.118
C 1.14 -4.03 -0.18  -0.171
H -1.54 -1.17 -2.14  0.038
H -2.35 -4.48 -3.90  0.115
H -4.67 -5.44 -3.98  0.122
H -6.18 -5.17 -2.01  0.119
H -5.35 -4.06 0.06  0.115
H -3.01 -3.12 0.10  0.105
H -1.76 -5.76 -0.59  0.115
H -0.74 -7.12 1.21  0.122
H 1.47 -6.45 2.19  0.120
H 2.60 -4.40 1.35  0.111
H 1.71 -3.24 -0.67  0.100

Values from the calculation:
Spin multiplicity = 6
Orbital gap (spin up / spin down) = 7.475 / 4.820 eV
DFT total energy = -6353.95809 Ha
Energy above the lowest of the compared OMol25 structures with the same formula, charge and spin = 244.4 kJ/mol
Charge = +2
F_max = 5.1 eV Å⁻¹
HOMO energy (spin up / spin down) = -12.927 / -12.932 eV

***

No. 7
Entry from the Open Molecules 2025 dataset: a structure of composition C20H55F2Li3N5O5 (ωB97M-V/def2-TZVPD).

Last column: Löwdin charge in e.
Atoms and positions in Å:
Li -2.21 -3.51 1.51  0.794
Li -0.91 -0.43 3.65  0.771
Li 0.62 -3.64 3.90  0.805
F -3.40 -1.56 3.14  -0.817
F 0.21 -2.07 1.65  -0.794
C 1.61 2.88 4.03  -0.061
C 0.19 3.55 3.79  -0.370
C 0.21 5.03 3.19  -0.154
O -1.12 5.42 2.72  -0.206
C -2.07 5.56 3.83  -0.081
N -0.51 2.62 2.87  0.015
H 1.61 1.83 4.34  0.054
H 2.29 3.59 4.50  0.075
H 2.23 2.64 3.17  0.065
H -0.42 3.53 4.69  0.115
H 0.87 5.10 2.33  0.126
H 0.52 5.67 4.01  0.114
H -2.51 4.63 4.17  0.075
H -2.89 6.13 3.40  0.090
H -1.65 6.02 4.73  0.087
H 0.04 2.37 2.06  0.063
H -1.23 3.12 2.37  0.059
C -4.41 1.71 -2.38  -0.075
C -4.30 1.77 -0.92  -0.440
C -5.59 1.81 -0.05  -0.208
O -6.35 2.81 -0.68  -0.201
C -7.16 3.53 0.28  -0.075
N -3.63 0.55 -0.44  0.016
H -3.49 1.26 -2.75  0.071
H -4.57 2.58 -3.01  0.083
H -5.19 1.00 -2.67  0.086
H -3.61 2.56 -0.65  0.130
H -5.33 2.11 0.96  0.116
H -6.12 0.86 -0.04  0.132
H -6.46 4.01 0.97  0.082
H -7.79 2.85 0.84  0.085
H -7.75 4.23 -0.31  0.090
H -2.64 0.48 -0.62  0.062
H -3.81 0.41 0.54  0.053
C -3.08 -4.13 -4.24  -0.022
C -2.20 -4.58 -2.96  -0.387
C -0.81 -4.04 -2.88  -0.307
O -0.16 -4.49 -3.96  -0.162
C 1.17 -4.02 -4.11  -0.082
N -2.90 -4.28 -1.71  0.017
H -3.23 -3.05 -4.29  0.065
H -4.12 -4.42 -4.40  0.069
H -2.48 -4.29 -5.13  0.066
H -2.00 -5.65 -2.96  0.136
H -0.25 -4.21 -1.96  0.129
H -0.88 -2.96 -2.97  0.130
H 1.33 -2.95 -4.02  0.083
H 1.58 -4.23 -5.09  0.094
H 1.78 -4.47 -3.32  0.088
H -3.03 -3.27 -1.74  0.066
H -3.82 -4.69 -1.74  0.073
C 1.19 3.70 -2.16  -0.066
C 1.49 2.21 -2.26  -0.412
C 2.51 1.92 -3.35  -0.194
O 3.83 2.18 -2.91  -0.182
C 4.78 2.06 -3.84  -0.166
N 1.98 1.65 -0.96  0.045
H 0.19 3.83 -1.74  0.065
H 1.02 4.08 -3.16  0.080
H 1.81 4.26 -1.46  0.081
H 0.51 1.81 -2.48  0.130
H 2.25 2.46 -4.27  0.125
H 2.45 0.85 -3.58  0.124
H 4.93 1.11 -4.34  0.092
H 5.76 2.40 -3.51  0.097
H 4.53 2.75 -4.65  0.091
H 1.98 0.65 -0.79  0.061
H 2.95 1.84 -1.18  0.042
C 3.57 -5.35 2.03  -0.069
C 4.25 -4.48 3.06  -0.442
C 4.56 -3.06 2.63  -0.205
O 5.47 -3.08 1.55  -0.144
C 5.79 -1.80 1.04  -0.108
N 3.40 -4.63 4.22  0.006
H 4.04 -5.07 1.08  0.084
H 2.57 -5.13 1.66  0.071
H 3.57 -6.41 2.25  0.087
H 5.15 -5.06 3.29  0.149
H 4.80 -2.57 3.57  0.127
H 3.66 -2.55 2.30  0.127
H 6.68 -1.78 0.41  0.096
H 6.10 -1.08 1.80  0.081
H 4.99 -1.18 0.65  0.085
H 3.45 -5.62 4.42  0.082
H 3.61 -4.15 5.07  0.073

Values from the calculation:
Orbital gap = 5.815 eV
DFT total energy = -1666.91502 Ha
Charge = +1
F_max = 3.7 eV Å⁻¹
HOMO energy = -10.473 eV

***

No. 8
Entry from the Open Molecules 2025 dataset: the ion C3H7N2OSe with charge +1 (ωB97M-V/def2-TZVPD).

Last column: Löwdin charge in e.
Atoms and positions in Å:
N 1.60 0.17 -0.32  0.169
C 1.30 -0.99 0.28  -0.651
O 1.66 -1.22 1.41  0.086
C 0.13 -1.76 -0.33  -0.359
Se -1.38 -0.91 0.51  1.210
C -1.07 0.90 0.04  -0.360
N -1.79 1.90 0.52  0.128
H 2.31 0.73 -0.01  0.105
H 1.49 0.02 -1.27  0.091
H 0.00 -1.72 -1.44  0.089
H 0.10 -2.90 -0.29  0.129
H -0.49 1.22 -0.87  0.120
H -1.46 2.87 0.54  0.164
H -2.40 1.68 1.23  0.081

Values from the calculation:
Orbital gap = 8.667 eV
DFT total energy = -2704.39607 Ha
Energy above the lowest of the compared OMol25 structures with the same formula, charge and spin = 154.8 kJ/mol
Charge = +1
F_max = 3.0 eV Å⁻¹
HOMO energy = -13.920 eV